5 unconnected molecules or ions with the total composition C36H35BO17S in a non-equilibrium geometry, computed with wB97M-V/def2-TZVPD.

Summary:
E_tot in eV: -84215.5289
Lowest unoccupied orbital energy in eV: -1.65
Frontier orbital gap in eV: 7.215
SMILES: O=C1C=C(O)C(=O)C=C1O.O=C1C=C(O)C(=O)C=C1O.O=C1C=C(O)C(=O)C=C1O.O=C1C=C(O)C(=O)C=C1O.COCCCCB(S)Cc1ccccc1
Spin multiplicity: 1

Structure (XYZ):
```
90
Properties=species:S:1:pos:R:3:forces:R:3
C 4.7379 1.0061 -2.7399 1.0 -0.4 0.1
O 3.9925 2.1293 -2.2733 -0.6 -0.8 -0.5
C 2.6622 2.1505 -2.8262 -0.2 1.0 -0.5
C 2.0289 3.5466 -2.4350 0.0 -0.9 0.3
C 0.4546 3.5316 -2.3587 -0.2 1.3 0.0
C -0.1971 4.1189 -3.7110 0.1 -0.8 0.1
B -1.3462 3.1456 -4.2882 0.5 0.3 0.2
S -0.8025 1.9743 -5.6553 -0.1 -0.4 0.7
C -2.8727 3.1205 -3.7368 0.2 -0.6 0.2
C -2.9700 1.8117 -2.8438 -0.1 0.0 0.2
C -3.3064 0.5698 -3.5228 0.3 -0.4 2.6
C -3.3768 -0.6773 -2.7480 0.7 2.5 0.5
C -3.0779 -0.5823 -1.3098 0.0 0.5 -0.8
C -2.7525 0.6709 -0.6269 -0.3 0.8 -2.5
C -2.6897 1.9160 -1.4119 -0.7 -2.8 -1.2
H 5.6758 0.9625 -2.1287 -0.8 0.1 -0.5
H 5.0690 1.1125 -3.8162 -0.6 0.0 0.9
H 4.2106 0.0223 -2.5909 0.2 0.9 -0.2
H 2.0590 1.2740 -2.4694 0.4 0.7 -0.1
H 2.7342 2.0893 -3.9547 -0.1 -0.1 1.0
H 2.3823 4.3182 -3.1690 -0.3 -0.6 0.7
H 2.4426 3.8013 -1.4248 -0.5 -0.2 -0.9
H 0.0240 2.5356 -2.0748 0.6 0.8 -0.3
H 0.1653 4.2461 -1.5350 0.2 -0.9 -0.7
H 0.6492 4.1890 -4.4454 -0.9 0.1 0.5
H -0.6300 5.1405 -3.5577 0.5 -0.7 0.0
H 0.3925 1.5088 -5.1365 -0.7 0.8 -0.3
H -3.6268 3.0703 -4.5644 0.6 -0.1 0.7
H -3.1179 4.0155 -3.1105 0.3 -0.7 -0.5
H -3.5019 0.6089 -4.6155 0.2 -0.2 1.0
H -3.6198 -1.6367 -3.3010 0.3 1.2 1.1
H -3.1025 -1.5398 -0.7269 0.0 1.1 -0.5
H -2.5115 0.7348 0.4556 -0.5 -0.4 -1.0
H -2.4442 2.9060 -0.9599 -0.3 -1.0 -0.4
C 0.6378 -2.3669 1.3954 -0.2 0.1 -0.1
C 1.8814 -2.7174 1.0519 -0.2 -0.8 0.4
C 2.7943 -1.7626 0.3494 0.2 0.7 -0.3
O 3.9263 -2.1150 0.0710 -0.1 -0.3 0.1
C 2.2772 -0.4354 0.0219 0.3 -0.3 0.0
C 1.0306 -0.0900 0.3638 0.2 0.9 -0.4
C 0.1312 -1.0356 1.0886 -0.1 -0.6 0.2
O -0.9925 -0.6752 1.3996 0.2 0.0 0.1
O 0.5345 1.1217 0.0727 -0.2 -0.8 0.4
O 2.3696 -3.9411 1.3224 0.2 0.8 -0.4
H -0.0314 -3.0446 1.9037 0.1 -0.1 -0.1
H 2.9400 0.2421 -0.5007 0.0 0.1 0.1
H -0.3766 1.1252 0.4227 0.0 0.1 -0.1
H 3.2829 -3.9403 0.9759 0.0 -0.1 0.1
C -1.5361 -0.6294 6.7243 0.0 0.0 -0.3
C -1.3585 -1.5323 7.6934 -0.1 0.7 0.5
C -1.1230 -2.9751 7.3831 0.1 -0.6 -0.4
O -0.9473 -3.7603 8.2964 -0.1 0.3 0.2
C -1.1190 -3.3840 5.9792 0.0 0.0 0.3
C -1.3001 -2.4823 5.0089 0.1 -0.8 -0.5
C -1.5085 -1.0338 5.3189 -0.1 0.6 0.4
O -1.6510 -0.2425 4.4065 0.0 -0.3 -0.1
O -1.3021 -2.8393 3.7090 -0.2 0.9 0.7
O -1.3821 -1.1849 8.9938 0.1 -0.7 -0.5
H -1.7050 0.4174 6.9361 0.0 0.0 0.0
H -0.9651 -4.4334 5.7688 0.0 0.0 0.0
H -1.4513 -2.0080 3.2077 0.0 -0.1 -0.1
H -1.2280 -2.0131 9.4882 0.0 0.1 0.0
C -3.8262 -6.0149 -4.0062 -0.2 0.3 0.0
C -3.3220 -7.0910 -3.3941 0.2 -0.3 -0.9
C -3.3098 -7.2060 -1.9037 -0.1 0.2 0.7
O -2.8577 -8.2105 -1.3867 0.1 -0.1 -0.4
C -3.8446 -6.0894 -1.1260 0.1 -0.3 0.0
C -4.3468 -5.0143 -1.7419 -0.1 0.2 1.0
C -4.3814 -4.9111 -3.2250 0.2 -0.3 -0.8
O -4.8592 -3.9173 -3.7381 -0.1 0.2 0.3
O -4.8429 -3.9744 -1.0527 0.1 -0.2 -0.7
O -2.8027 -8.1192 -4.0892 -0.2 0.3 0.8
H -3.8418 -5.9186 -5.0832 0.0 0.0 0.0
H -3.8153 -6.1755 -0.0485 0.0 0.0 0.0
H -5.1466 -3.3326 -1.7244 0.0 0.0 0.1
H -2.5096 -8.7663 -3.4188 0.0 0.0 -0.1
C 5.2961 5.2829 1.7525 0.0 0.1 0.4
C 4.5830 4.4461 0.9897 0.7 0.3 -0.8
C 3.3817 3.7372 1.5217 -0.4 -0.2 0.5
O 2.7567 3.0016 0.7813 0.2 0.0 -0.1
C 3.0131 3.9588 2.9188 -0.1 -0.1 -0.3
C 3.7272 4.7918 3.6825 -0.6 -0.3 0.6
C 4.9149 5.5235 3.1424 0.5 0.2 -0.5
O 5.5250 6.2868 3.8694 -0.3 -0.1 0.3
O 3.4110 5.0117 4.9722 0.6 0.2 -0.6
O 4.9078 4.2019 -0.2903 -0.7 -0.2 0.8
H 6.1665 5.8041 1.3787 0.0 0.0 0.0
H 2.1512 3.4256 3.2963 0.0 0.0 0.0
H 4.0751 5.6495 5.2984 -0.1 0.0 0.0
H 4.2349 3.5643 -0.6150 0.3 -0.1 -0.3
```
Positions in Å, forces in eV/Å.